(1)
C47H56Br2F35I2O6PSi | ωB97M-V/def2-TZVPD

```
! RIJCOSX wB97M-V def2-TZVPD def2/J DEFGRID3
* xyz 0 1
C -3.841 -4.407 -2.361
C -2.663 -4.992 -3.085
O -2.700 -6.108 -3.589
O -1.523 -4.212 -3.229
C -0.484 -4.538 -2.275
C -0.872 -4.029 -0.868
C 0.350 -3.411 -0.126
C -0.142 -2.543 1.044
C 0.547 -1.249 1.571
P 1.461 0.044 0.688
C 0.385 0.502 -0.814
C -0.446 -0.533 -1.572
C -0.007 -1.226 -2.842
F -1.525 0.277 -2.084
C 2.619 -1.017 -0.471
Br 3.013 -0.373 -2.271
C 3.292 -2.113 -0.127
C 3.256 -2.781 1.214
Br 4.472 -3.096 -1.295
C 0.641 1.638 1.576
I 0.271 3.420 0.375
C 0.326 1.860 2.852
C -0.311 3.107 3.416
I 0.736 0.521 4.440
C 3.176 0.878 1.225
F 3.071 2.207 1.490
F 4.121 0.847 0.231
C 3.872 0.209 2.438
C 4.501 1.223 3.431
Si 5.270 0.230 4.857
C 6.582 1.197 5.795
C 6.071 -1.367 4.232
C 3.964 -0.292 6.117
C 3.346 0.606 6.949
C 2.388 0.224 7.811
C 1.983 -1.072 7.883
C 2.602 -1.979 7.085
C 3.569 -1.592 6.215
H -4.727 -4.975 -2.601
H -3.644 -4.537 -1.293
H -3.969 -3.348 -2.544
H -0.369 -5.623 -2.308
H 0.420 -4.064 -2.644
H -1.168 -4.912 -0.300
H -1.677 -3.310 -0.995
H 0.891 -4.291 0.219
H 0.953 -2.947 -0.900
H -1.181 -2.300 0.825
H -0.243 -3.216 1.896
H 1.130 -1.558 2.432
H -0.272 -0.706 2.038
H -0.456 0.927 -0.271
H 0.844 1.243 -1.454
H -1.015 -1.214 -0.946
H 0.751 -1.999 -2.764
H 0.344 -0.492 -3.564
H -0.890 -1.676 -3.296
H 2.614 -3.662 1.182
H 3.003 -2.213 2.100
H 4.243 -3.204 1.409
H -0.525 3.000 4.478
H 0.357 3.960 3.319
H -1.261 3.309 2.930
H 3.262 -0.462 3.044
H 4.718 -0.375 2.083
H 3.737 1.846 3.895
H 5.257 1.799 2.901
H 6.819 0.681 6.726
H 6.290 2.213 6.061
H 7.510 1.233 5.218
H 6.578 -1.883 5.044
H 5.325 -2.008 3.761
H 6.798 -1.087 3.465
H 3.648 1.645 6.874
H 1.891 0.950 8.443
H 1.193 -1.334 8.568
H 2.283 -3.012 7.134
H 4.009 -2.354 5.584
C 2.047 4.382 -3.852
C 1.631 5.410 -2.780
C 0.131 5.619 -2.554
F -0.480 6.111 -3.647
F -0.047 6.518 -1.556
F 2.238 6.593 -3.023
F 2.136 4.938 -1.606
O 2.435 4.853 -5.140
C 1.503 5.060 -6.135
C 1.475 6.515 -6.605
F 1.146 7.338 -5.593
F 0.546 6.658 -7.577
F 0.287 4.618 -5.766
F 1.879 4.284 -7.182
H 2.958 3.930 -3.462
H 1.329 3.565 -3.926
H -0.354 4.682 -2.263
H 2.453 6.810 -6.993
C 0.641 1.176 -8.110
C 0.328 0.332 -6.855
C 0.899 -1.086 -6.785
F 0.418 -1.873 -7.763
F 0.544 -1.651 -5.605
F -1.008 0.306 -6.658
F 0.866 1.010 -5.797
O -0.366 1.264 -9.114
C -0.465 0.331 -10.125
C -1.812 -0.396 -10.093
F -1.973 -1.063 -8.934
F -1.864 -1.297 -11.100
F 0.573 -0.524 -10.116
F -0.396 1.008 -11.293
H 0.730 2.197 -7.744
H 1.617 0.938 -8.532
H 1.991 -1.070 -6.842
H -2.632 0.317 -10.204
C -4.812 -0.446 -6.017
C -5.060 -1.443 -4.867
C -5.632 -2.819 -5.224
F -6.858 -2.736 -5.768
F -5.745 -3.561 -4.091
F -5.822 -0.855 -3.919
F -3.842 -1.679 -4.300
O -5.779 0.579 -6.233
C -6.875 0.381 -7.048
C -8.188 0.531 -6.276
F -8.272 -0.379 -5.287
F -9.231 0.330 -7.113
F -6.803 -0.792 -7.702
F -6.843 1.350 -7.990
H -3.920 0.104 -5.718
H -4.542 -0.950 -6.944
H -4.971 -3.351 -5.914
H -8.262 1.530 -5.840
C -1.096 0.000 12.595
C -0.363 0.586 11.369
C -0.936 1.860 10.745
F -2.174 1.673 10.256
F -0.149 2.237 9.707
F -0.230 -0.375 10.428
F 0.894 0.900 11.791
O -1.974 -1.101 12.386
C -3.304 -0.917 12.061
C -3.643 -1.528 10.699
F -2.921 -0.951 9.720
F -4.951 -1.324 10.425
F -3.659 0.378 12.139
F -4.029 -1.572 12.994
H -0.305 -0.419 13.216
H -1.559 0.777 13.203
H -0.957 2.676 11.472
H -3.438 -2.600 10.700
*
```

Properties
* LUMO level: 0.05 eV
* total energy: -12145.41706 hartree
* SMILES: CC(=O)OCCCCCP(C[C@H](C)F)(/C(Br)=C(\C)Br)(/C(I)=C(/C)I)C(F)(F)CC[Si](C)(C)c1ccccc1.FC(F)C(F)(F)COC(F)(F)C(F)F.FC(F)C(F)(F)COC(F)(F)C(F)F.FC(F)C(F)(F)COC(F)(F)C(F)F.FC(F)C(F)(F)COC(F)(F)C(F)F
* Kohn-Sham gap: 8.834 eV
* HOMO level: -8.785 eV
* F_max: 3.5 eV/Å



(2)
C47H56CuN4O5P3S | ωB97M-V/def2-TZVPD

```
! RIJCOSX wB97M-V def2-TZVPD def2/J DEFGRID3
* xyz -1 2
Cu -2.584 0.878 -0.285
O 1.599 -1.312 -2.318
S 1.138 -2.101 -1.161
O 1.134 -1.039 0.118
O -1.761 -0.527 -0.733
C -0.374 -2.985 -1.758
C 0.163 -4.224 -2.087
C -0.538 -5.196 -2.791
C -1.854 -4.916 -3.214
C -2.443 -3.738 -2.859
C -1.768 -2.742 -2.090
P -2.681 -1.305 -1.632
C -3.078 -0.377 -3.151
C -4.020 0.655 -3.196
C -4.313 1.280 -4.395
C -3.676 0.892 -5.566
C -2.749 -0.142 -5.532
C -2.465 -0.781 -4.338
C -4.224 -1.859 -0.844
C -4.478 -3.214 -0.613
C -5.609 -3.621 0.070
C -6.517 -2.685 0.553
C -6.263 -1.338 0.354
C -5.133 -0.923 -0.329
H 1.197 -4.409 -1.809
H -0.065 -6.136 -3.042
H -2.392 -5.637 -3.819
H -3.461 -3.523 -3.167
H -4.474 1.017 -2.284
H -5.037 2.084 -4.419
H -3.894 1.395 -6.499
H -2.243 -0.445 -6.440
H -1.723 -1.569 -4.308
H -3.769 -3.957 -0.950
H -5.781 -4.677 0.234
H -7.403 -3.007 1.086
H -6.953 -0.595 0.735
H -4.950 0.136 -0.448
O -1.869 3.578 0.405
C -2.667 2.686 0.701
O -3.627 2.254 -0.045
C -2.672 2.173 2.156
P -3.251 0.426 2.182
C -1.744 -0.615 2.424
C -0.640 -0.253 3.188
C 0.395 -1.149 3.392
C 0.343 -2.421 2.840
C -0.767 -2.800 2.101
C -1.809 -1.908 1.910
C -3.688 0.271 3.986
C -4.525 -0.784 4.345
C -4.758 -1.085 5.677
C -4.149 -0.340 6.678
C -3.335 0.728 6.332
C -3.110 1.035 5.000
H -3.406 2.781 2.695
H -1.690 2.325 2.597
H -0.586 0.729 3.640
H 1.249 -0.856 3.991
H 1.164 -3.112 2.984
H -0.821 -3.793 1.671
H -2.675 -2.204 1.333
H -4.990 -1.371 3.560
H -5.401 -1.915 5.944
H -4.304 -0.594 7.719
H -2.856 1.316 7.107
H -2.476 1.878 4.757
N 1.304 0.387 0.034
P 2.720 0.996 -0.404
N 3.992 -0.025 -0.793
C 4.065 -1.330 -0.157
C 5.495 -1.619 0.297
C 6.443 -1.514 -0.898
C 6.286 -0.144 -1.559
C 4.828 0.073 -1.971
N 3.359 1.834 0.903
C 2.537 2.260 2.032
C 3.428 2.525 3.255
C 4.657 1.621 3.197
C 5.533 2.014 1.999
C 4.645 2.493 0.836
N 2.733 2.151 -1.641
C 1.998 1.793 -2.865
C 0.624 2.447 -2.886
C 0.754 3.972 -3.002
C 2.113 4.409 -2.448
C 2.487 3.558 -1.240
H 3.753 -2.117 -0.857
H 3.383 -1.344 0.694
H 5.539 -2.617 0.740
H 5.782 -0.892 1.061
H 6.193 -2.293 -1.625
H 7.478 -1.672 -0.582
H 6.938 -0.063 -2.433
H 6.575 0.632 -0.844
H 4.537 -0.686 -2.712
H 4.696 1.061 -2.410
H 1.844 1.440 2.221
H 1.947 3.150 1.792
H 2.862 2.344 4.170
H 3.750 3.570 3.268
H 4.316 0.590 3.079
H 5.233 1.685 4.123
H 6.132 1.155 1.689
H 6.224 2.815 2.278
H 5.108 2.267 -0.125
H 4.519 3.582 0.904
H 1.902 0.714 -2.906
H 2.582 2.113 -3.738
H 0.112 2.190 -1.952
H 0.042 2.043 -3.712
H -0.047 4.444 -2.430
H 0.655 4.285 -4.045
H 2.079 5.456 -2.142
H 2.881 4.320 -3.221
H 1.683 3.632 -0.505
H 3.409 3.955 -0.811
*
```

Properties
* LUMO level (spin up / spin down): 2.55 / 2.55 eV
* total energy: -5482.49965 hartree
* expectation value of S²: 0.763
* energy relative to the best compared isomer or geometry (same formula, charge and spin): 568.4 kJ/mol
* Kohn-Sham gap (spin up / spin down): 4.327 / 7.738 eV
* HOMO level (spin up / spin down): -1.779 / -5.190 eV
* F_max: 3.3 eV/Å



(3)
C47H56MgN3O9SSe | ωB97M-V/def2-TZVPD

```
! RIJCOSX wB97M-V def2-TZVPD def2/J DEFGRID3
* xyz -1 1
Mg 0.465 1.406 -0.111
C -5.636 -2.625 3.399
C -4.172 -3.266 3.139
C -3.518 -3.527 4.455
C -4.428 -4.578 2.381
C -3.276 -2.336 2.288
C -2.004 -1.908 2.568
C -1.375 -0.950 1.803
Se 0.468 -0.795 2.470
C 1.378 -1.809 1.221
C 1.865 -2.980 1.846
C 2.391 -4.044 1.106
C 2.372 -3.851 -0.280
C 1.917 -2.721 -0.962
C 1.358 -1.578 -0.203
O 0.970 -0.509 -0.796
C 1.825 -2.668 -2.496
C 2.314 -1.303 -3.123
C 2.673 -3.810 -3.055
C 0.366 -2.847 -2.837
C 2.994 -5.269 1.758
C 4.305 -4.876 2.507
C 1.990 -5.816 2.818
C 3.306 -6.398 0.761
C -1.912 -0.357 0.647
O -1.364 0.530 -0.091
C -3.291 -0.785 0.384
C -3.842 -1.788 1.090
C -4.048 -0.186 -0.768
C -3.364 -0.559 -2.145
C -5.507 -0.795 -0.891
C -4.235 1.328 -0.509
H -6.231 -3.168 4.147
H -5.541 -1.620 3.792
H -6.184 -2.516 2.427
H -4.013 -4.376 4.991
H -2.494 -3.877 4.398
H -3.488 -2.744 5.194
H -5.239 -5.066 2.926
H -4.769 -4.339 1.349
H -3.517 -5.121 2.310
H -1.526 -2.248 3.498
H 1.831 -3.054 2.929
H 2.764 -4.736 -0.889
H 3.359 -0.916 -2.766
H 2.479 -1.377 -4.227
H 1.570 -0.529 -2.864
H 3.735 -3.806 -2.681
H 2.197 -4.771 -2.906
H 2.713 -3.660 -4.105
H -0.130 -2.006 -2.359
H 0.282 -2.890 -3.917
H -0.079 -3.769 -2.450
H 4.038 -3.985 3.159
H 4.627 -5.701 3.151
H 5.074 -4.601 1.818
H 1.689 -4.990 3.481
H 1.080 -6.052 2.219
H 2.331 -6.695 3.351
H 4.017 -6.141 -0.018
H 3.696 -7.282 1.372
H 2.398 -6.684 0.233
H -4.853 -2.148 0.826
H -3.380 -1.699 -2.138
H -3.998 -0.280 -2.992
H -2.313 -0.304 -2.222
H -5.506 -1.874 -1.098
H -6.084 -0.618 0.011
H -5.984 -0.328 -1.765
H -3.356 1.770 -0.046
H -4.388 1.828 -1.509
H -5.147 1.463 0.137
O 5.910 3.857 -4.389
C 5.901 3.539 -3.012
C 4.681 2.868 -2.404
C 4.764 2.036 -1.324
C 3.520 1.646 -0.754
N 2.346 2.039 -1.194
C 2.293 2.756 -2.289
C 3.443 3.281 -2.910
C 0.859 3.036 -2.730
C 0.611 4.009 -3.711
C -0.751 4.340 -3.909
C -1.034 5.437 -4.923
O -0.849 6.734 -4.368
C -1.767 3.734 -3.210
C -1.403 2.761 -2.265
N -0.104 2.500 -2.001
H 5.184 4.459 -4.596
H 6.057 4.446 -2.427
H 6.819 2.931 -2.846
H 5.699 1.607 -0.936
H 3.619 1.078 0.166
H 3.444 3.876 -3.830
H 1.398 4.541 -4.202
H -1.992 5.304 -5.368
H -0.277 5.344 -5.741
H -1.168 6.691 -3.444
H -2.837 3.955 -3.415
H -2.059 2.141 -1.673
O 0.768 0.980 2.358
O 1.757 1.360 1.404
O -2.644 7.100 2.313
C -1.753 6.329 1.991
N -1.808 5.490 0.907
S -0.406 4.692 0.762
O -0.723 3.212 0.837
O 0.410 5.022 -0.393
C 0.363 5.180 2.342
C 1.469 4.681 2.958
C 1.877 5.283 4.147
C 1.089 6.357 4.623
C -0.091 6.745 4.052
C -0.486 6.142 2.840
H 2.023 3.821 2.557
H 2.718 4.956 4.792
H 1.311 6.827 5.563
H -0.826 7.454 4.512
*
```

Properties
* LUMO level: 1.98 eV
* total energy: -5665.75119 hartree
* energy relative to the best compared isomer or geometry (same formula, charge and spin): 70.8 kJ/mol
* Kohn-Sham gap: 6.895 eV
* HOMO level: -4.911 eV
* F_max: 3.2 eV/Å